No. 1
DFT (ωB97M-V/def2-TZVPD) results for a 4-piece molecular cluster, C24H30BN6O8 overall in a non-equilibrium geometry.

```
69
Properties=species:S:1:pos:R:3:forces:R:3:lowdin_charge:R:1
H -1.09089 -0.70092 2.88336 -0.04 -0.04 0.04 0.098
C -0.48706 0.14805 4.75381 -0.25 0.10 -0.16 -0.013
H 1.09375 0.62144 0.64429 0.10 -0.42 0.25 0.068
C 5.53398 -5.37064 -0.77685 0.10 0.08 0.01 -0.055
H 0.26439 5.63008 0.24374 0.36 0.22 0.05 0.128
C 5.33684 -2.71967 0.04052 0.09 0.23 0.05 -0.004
C -3.10771 -0.20959 -3.72250 0.03 -0.14 0.02 -0.090
C -4.48505 -0.16837 -3.86072 0.06 0.32 0.12 -0.014
H 2.71007 -1.98519 4.37199 0.00 0.00 0.03 0.112
H 1.45252 0.96552 -1.01417 0.27 -0.13 -0.34 0.082
H 7.64036 -5.00028 -0.91968 0.00 0.00 0.01 0.113
O 2.13726 3.30396 -0.75619 -0.23 -0.43 0.30 0.109
C -3.65099 2.56445 -0.16568 0.39 0.02 -0.20 -0.150
C -2.46623 1.64596 -0.31324 -0.31 -0.84 -0.10 -0.129
H -2.06096 1.45242 0.67774 0.31 -0.03 0.07 0.129
N -2.33432 4.42157 -0.95713 -0.21 -0.68 0.16 0.085
H -2.73870 0.68116 -0.71782 0.02 -0.17 -0.35 0.120
H -2.56314 -3.43789 -4.58252 -0.02 -0.01 -0.01 0.114
N 0.34547 1.06725 6.87849 -0.04 0.15 0.21 -0.350
H 1.66587 2.73983 1.23544 -0.22 0.34 -0.10 0.120
C 1.88557 0.96898 -0.01667 -1.05 1.11 0.15 -0.048
N -1.36579 2.23535 -1.14483 -0.28 0.20 3.56 0.198
B 1.11663 4.16943 -0.64714 0.16 0.02 -0.75 -0.742
H 7.46276 -2.64985 -0.18313 -0.01 0.02 0.01 0.112
C 4.21082 -3.51664 -0.07166 0.20 -0.06 -0.05 -0.149
H 2.42589 -0.53913 6.35064 -0.08 0.10 0.08 0.123
C 6.57418 -3.26021 -0.26396 -0.01 -0.11 -0.04 -0.058
H -3.78676 4.58962 0.63026 0.06 0.47 -0.09 0.132
C -1.26915 3.54191 -1.21127 0.27 1.28 -1.55 -0.310
H -2.96075 4.34859 -1.76201 -0.06 0.71 0.00 0.152
H 5.61371 -6.40028 -1.09610 -0.02 -0.01 0.01 0.113
C -5.15299 -1.30956 -4.25960 0.20 -0.04 -0.01 -0.142
H -1.38220 0.74232 4.86470 0.05 0.04 0.16 0.115
C 2.24172 2.41214 0.37150 1.07 -0.84 0.01 -0.186
H -1.33674 -1.41192 -3.88283 0.00 -0.01 -0.01 0.107
N -0.06808 4.05615 -1.57558 0.29 -0.04 -0.30 0.219
H -4.34302 2.16212 0.56074 -0.15 -0.17 0.15 0.132
H -0.47569 1.91317 -0.75042 0.30 -0.82 -1.34 0.143
C 1.81563 -1.38734 4.47968 -0.12 0.06 -0.06 -0.055
N -6.61580 -1.25938 -4.42400 -0.30 0.01 -0.01 -0.349
O -7.17829 -2.28196 -4.75600 0.12 0.18 0.06 0.097
C -4.48111 -2.48941 -4.51662 0.03 -0.23 -0.07 0.010
O 1.25133 1.10408 7.68653 -0.16 -0.02 -0.15 0.090
C 1.65790 -0.57491 5.59213 0.23 -0.08 0.06 0.005
H 0.05635 4.34355 -2.53867 -0.21 0.22 0.07 0.170
H 2.72672 0.31012 0.04069 0.20 -0.28 -0.11 0.047
C -2.41408 -1.38418 -3.98451 0.04 0.00 0.03 -0.072
C 6.67265 -4.58259 -0.67587 0.00 -0.01 0.00 -0.058
H 5.26042 -1.69074 0.35885 -0.13 -0.02 0.01 0.117
O 1.92296 -3.66878 0.14499 0.08 0.14 0.04 0.086
C 4.29291 -4.83874 -0.47181 -0.14 -0.22 -0.06 0.001
N 2.89420 -2.94469 0.23094 -0.09 0.02 0.04 -0.331
H -2.29032 3.67415 0.97722 0.00 0.47 0.53 0.126
H 0.95632 -2.05622 2.63114 0.01 0.00 0.01 0.094
C -3.05637 3.89824 0.24197 -0.29 -0.75 -0.84 -0.139
H 3.40729 -5.45171 -0.54980 -0.07 0.11 0.03 0.121
C -0.32125 -0.66395 3.64382 0.14 0.00 0.01 -0.080
H 3.27654 2.41362 0.68692 0.23 0.27 0.10 0.126
H -4.14123 2.63713 -1.13325 -0.45 0.15 0.00 0.121
H -2.57069 0.67938 -3.41430 0.00 0.02 -0.05 0.085
C 0.82954 -1.42851 3.50435 0.00 -0.07 -0.12 -0.072
H -5.01686 -3.37560 -4.82328 -0.13 0.08 -0.01 0.125
C 0.50937 0.18565 5.71085 0.05 -0.13 -0.16 -0.147
O -7.16520 -0.19260 -4.21530 0.13 -0.19 -0.02 0.077
C -3.10163 -2.52296 -4.37904 0.03 0.12 0.05 -0.054
O 1.11021 5.15786 0.24918 -0.64 0.34 0.69 0.256
H -5.02564 0.74542 -3.66124 -0.15 -0.08 -0.08 0.113
O -0.68656 1.70905 6.95580 0.19 -0.11 -0.04 0.075
O 2.83910 -1.76531 0.55310 0.04 -0.42 0.02 0.029
```
Forces are in eV/Å.

Properties
spin multiplicity: 1
charge: +1
frontier orbital gap: 7.57 eV

No. 2
DFT (ωB97M-V/def2-TZVPD) results for C16H20AuClNO4S2 as an isolated structure.

```
45
Properties=species:S:1:pos:R:3:forces:R:3:lowdin_charge:R:1
C -1.78835 -0.81029 3.90554 0.43 0.45 0.17 -0.796
C -2.48767 -1.62250 3.01384 -0.20 -0.27 -0.80 -0.800
H -1.47712 -2.06972 5.63073 -0.03 -0.01 0.05 0.077
S -0.79065 0.51012 3.51024 -0.05 -0.28 -0.17 0.643
H -3.34195 -2.86889 4.60269 -0.03 -0.04 0.01 0.048
H 1.89014 -0.94101 1.00438 0.00 0.08 0.00 0.035
H 3.55768 1.60949 -0.80207 0.00 0.01 0.02 0.119
S -2.54494 -1.44998 1.32406 -0.15 -0.08 0.36 0.648
H -0.95282 1.73291 -3.87788 0.00 0.00 -0.01 0.082
C 3.02217 1.58566 -1.74151 -0.04 -0.08 0.02 -0.003
C 3.63300 1.11732 -2.88907 0.01 0.06 0.02 -0.121
C -1.87969 -1.08141 5.39552 -0.06 0.10 -0.08 -0.169
H 1.02124 1.46750 -5.00015 0.00 0.00 0.00 0.107
N 0.76705 -3.05035 -2.12335 0.13 -0.27 -0.21 0.149
H 0.38631 4.08257 -1.30073 -0.11 0.02 0.06 0.119
C 0.65114 -2.55756 0.25489 -0.04 0.41 0.17 -0.227
O -1.58147 2.05186 0.38943 0.51 0.00 -0.23 -0.177
C 1.58375 1.52601 -4.07728 0.13 -0.06 0.03 -0.077
H 1.41166 -3.78613 -1.90440 -0.01 0.00 0.05 0.086
C 1.69217 2.00341 -1.73748 0.23 -0.04 0.12 -0.239
H -0.82873 3.21958 -2.93100 -0.02 -0.01 0.04 0.087
C 0.31831 -2.18488 -1.17467 -0.07 0.21 0.00 -0.561
H 0.66192 4.04813 0.44422 -0.06 0.02 -0.03 0.128
C 2.90609 1.12430 -4.06316 -0.09 0.00 0.02 -0.682
C 0.31749 3.45860 -0.40964 -0.46 0.04 0.24 -0.106
H 0.85731 -1.70374 2.22178 -0.04 0.08 0.02 0.022
H -2.91003 -1.03238 5.75471 0.00 -0.05 0.03 0.074
Cl 3.65004 0.57380 -5.54141 0.07 -0.05 -0.13 0.614
H -0.22390 -3.10549 0.61903 0.03 -0.06 -0.03 0.088
H -1.01466 1.66576 -2.11946 -0.12 -0.01 0.00 0.081
H 0.57411 -2.84675 -3.08932 0.00 0.07 0.05 0.102
O -1.92919 4.09358 -0.42932 0.05 0.07 0.06 -0.004
C 0.93700 1.94254 -2.91718 -0.06 -0.05 0.06 -0.179
Au -0.47678 0.21656 0.90001 0.38 0.19 0.32 0.712
C 0.89773 -1.36137 1.18820 -0.27 0.01 -0.43 -0.304
C -1.19684 3.15225 -0.13135 0.17 -0.10 -0.09 -0.679
H -2.88666 -3.71328 3.11346 -0.04 -0.05 0.04 0.066
H 1.51059 -3.24054 0.25059 -0.09 -0.06 0.06 0.097
H -4.32671 -2.71100 3.13655 -0.02 -0.03 0.03 0.062
C -3.30928 -2.79212 3.51783 0.08 0.09 0.13 -0.162
H -1.29248 -0.33558 5.92333 -0.01 -0.04 0.09 0.038
C -0.54714 2.16733 -2.96542 -0.03 0.01 0.09 -0.018
H 4.65069 0.75399 -2.86968 0.04 0.05 -0.03 0.098
O 1.23809 2.37915 -0.50841 -0.20 -0.39 -0.14 -0.077
O -0.34862 -1.21744 -1.49708 0.07 0.07 0.03 -0.003
```
Forces are in eV/Å.

Properties
spin multiplicity: 3
<S²>: 2.0195
charge: -1
frontier orbital gap (alpha / beta): 6.30 / 5.78 eV

No. 3
DFT (ωB97M-V/def2-TZVPD) results for a 2-piece molecular cluster, C14H27N2O6 overall in a non-equilibrium geometry.

```
49
Properties=species:S:1:pos:R:3:forces:R:3:lowdin_charge:R:1
H 0.34575 -3.08561 3.09949 0.09 0.01 0.22 0.069
N 1.15539 0.12168 3.80302 -1.37 0.30 -0.09 0.110
H 3.65142 -1.14424 5.55475 -0.11 0.12 -0.07 0.082
H -0.28052 4.63576 -3.25588 -0.06 0.01 0.06 0.066
C 0.59879 -1.56420 0.75242 0.24 0.45 0.33 -0.117
H -2.28038 -2.21370 3.77595 -0.03 0.21 -0.08 0.136
H -0.12054 2.25488 -1.31896 0.09 -0.05 -0.13 0.099
C -1.82086 0.31206 -4.57944 0.27 -0.56 0.87 -0.376
H 1.10342 0.93925 4.38367 -0.16 0.04 0.04 0.134
O -3.04816 -0.37223 -4.32719 -0.35 -0.08 -0.13 -0.064
H -0.28935 4.74043 -1.48300 -0.12 0.08 -0.09 0.061
O -2.27969 -0.11373 2.91155 0.23 0.56 -0.46 0.028
C -1.22370 -0.71040 3.09577 -0.43 0.61 0.27 -0.451
H -0.25767 1.06713 2.73453 -0.21 -0.07 0.30 0.135
C 0.62789 -0.13710 1.32361 -0.42 -0.89 -0.34 -0.123
O -0.63730 -1.66654 -3.74986 -0.46 0.45 -0.81 -0.097
H 1.26450 -2.19696 1.33561 0.05 -0.07 -0.13 0.086
C -0.75748 -0.76285 -4.85728 0.33 -0.11 1.02 -0.220
C 2.93360 -0.35000 5.35231 0.01 0.06 0.02 -0.008
H -1.55494 0.58776 -2.45136 0.09 -0.02 -0.11 0.114
H -0.04477 2.44048 -4.37575 0.03 0.08 -0.07 0.110
H -0.41322 -1.96369 0.84418 -0.15 -0.02 -0.11 0.116
H 0.21156 -0.31115 -5.08536 0.06 0.13 -0.03 0.107
H -2.83787 -1.09314 -3.69974 0.19 0.44 -0.41 0.094
C 1.00995 -1.63519 -0.72834 0.96 -1.33 -0.77 -0.684
C 2.11684 -0.73710 4.14170 1.15 -1.15 0.00 -0.575
C 0.16140 2.76911 -2.24399 -0.06 0.22 -0.36 -0.264
O 2.38211 -1.77321 3.56064 -0.25 -0.06 -0.33 0.046
H 2.27485 -0.22637 6.20891 0.05 0.17 0.19 0.076
H -1.92155 0.94872 -5.46410 -0.30 -0.14 -0.07 0.139
C -0.56082 4.11252 -2.33666 0.06 -0.13 0.24 -0.126
H -0.15324 -1.26747 -2.96490 0.07 -0.15 -0.27 0.035
H 0.64510 1.09285 -3.46080 -0.15 0.01 -0.06 0.098
C -0.30438 -2.92055 3.95863 0.14 0.25 -0.29 -0.063
O 0.50618 -0.82038 -1.54095 -0.81 1.18 0.22 -0.070
H 1.23868 2.95747 -2.19824 -0.03 -0.05 0.09 0.102
C -0.12858 1.86648 -3.44801 -0.11 -0.40 0.59 -0.217
H -1.64544 3.97276 -2.32866 0.07 0.10 -0.03 0.062
H 0.28995 -2.59514 4.81172 0.10 -0.16 -0.03 0.072
H 3.46581 0.57587 5.14494 0.06 0.15 0.19 0.079
N -1.32390 -1.92868 3.64170 0.57 -1.26 0.39 0.033
H -2.28911 1.95975 -3.28473 -0.09 -0.07 -0.03 0.107
H -0.00093 0.48352 0.68365 0.02 -0.02 -0.06 0.105
O 1.80450 -2.53918 -1.06335 -0.22 0.18 0.71 -0.041
H -0.78120 -3.86945 4.20550 -0.13 0.16 -0.01 0.084
C 0.09691 0.03731 2.76765 0.56 0.73 -0.33 -0.174
C -1.51106 1.19542 -3.36094 0.63 0.12 -0.38 -0.155
H -1.06028 -1.33222 -5.74152 -0.09 -0.09 0.17 0.113
H 1.64234 0.25925 1.25710 -0.01 0.06 0.18 0.127
```
Forces are in eV/Å.

Properties
spin multiplicity: 1
charge: -1
frontier orbital gap: 7.22 eV

No. 4
DFT (ωB97M-V/def2-TZVPD) results for the molecule C19H26FN3O2 in a non-equilibrium geometry.

```
51
Properties=species:S:1:pos:R:3:forces:R:3:lowdin_charge:R:1
N 1.02632 2.24780 -1.27804 -0.22 0.00 -0.39 0.076
H -4.36840 0.84354 -0.63514 -0.06 -0.05 0.11 0.135
C -1.05909 2.69668 1.40182 0.12 0.12 -0.67 -0.002
C -1.63773 -2.04132 -1.48767 0.03 0.35 -0.19 -0.185
H 0.79403 -0.73543 0.64511 0.11 0.02 0.08 0.062
C -0.14837 -1.22657 0.40814 0.13 0.19 -0.16 -0.086
H -2.45554 -0.07687 -1.74978 -0.04 -0.05 -0.07 0.111
H -4.34042 -1.23344 2.51167 -0.04 0.08 0.12 0.062
H -4.43714 0.45729 1.09891 0.02 0.07 -0.05 0.122
H -0.39197 3.68426 -1.77035 0.06 0.07 0.12 0.129
H -3.85982 -2.83404 -0.04492 -0.07 0.03 -0.04 0.109
O -1.93232 1.92872 -0.49632 -0.01 -0.03 -0.42 0.071
N 2.77974 0.84923 -0.84283 -0.36 -0.12 -0.26 0.132
H -1.58482 -2.37232 -2.52805 -0.05 -0.09 0.01 0.109
H 2.31120 0.24230 -1.50048 0.01 0.16 0.11 0.129
H 0.64264 4.04390 -0.35249 -0.16 -0.04 -0.10 0.129
H -1.83834 -2.91663 -0.86939 -0.04 -0.14 -0.02 0.105
H 0.50796 -2.12451 -1.43073 0.04 0.06 -0.06 0.101
H -2.98156 -2.31445 2.21901 0.11 -0.03 0.05 0.072
H 6.62698 1.03893 1.64706 0.08 0.04 0.07 0.119
H 3.74741 -1.47823 -1.46469 -0.07 -0.06 -0.07 0.109
C 3.98540 0.34616 -0.35708 0.35 -0.07 0.22 -0.229
F 7.51604 -1.29853 0.96093 -0.05 0.02 -0.02 0.046
C -2.17450 1.88192 1.71218 -0.38 -0.24 -0.54 -0.013
C 0.07551 3.27078 -0.87247 -0.18 -0.24 0.07 -0.096
C 4.80065 1.05394 0.52358 -0.13 0.09 -0.03 -0.003
C -0.28429 -1.44992 -1.09204 -0.10 -0.22 0.19 -0.258
H -3.62646 -1.37738 -2.01796 0.01 0.11 0.02 0.123
C -0.95419 2.69658 0.04388 0.48 0.52 0.71 -0.252
C -3.78280 0.48337 0.22740 0.35 0.03 -0.19 -0.112
C -2.79514 -1.04329 -1.37164 0.07 -0.27 -0.13 -0.198
H -0.15868 -0.50013 -1.62083 0.03 0.03 -0.10 0.077
N -3.25007 -0.85661 -0.00363 -0.19 0.04 -0.04 -0.186
H -0.41880 3.21082 2.08804 0.21 0.15 0.10 0.114
C -4.14224 -1.90670 0.45687 0.04 -0.04 0.23 -0.255
O 2.58845 2.86387 0.24460 0.16 0.26 0.39 0.072
C -4.01795 -2.11407 1.96254 -0.10 -0.04 -0.30 -0.075
C -2.67050 1.43468 0.52311 -0.35 0.04 1.00 -0.262
H -0.96788 -0.61505 0.77226 0.03 0.04 0.13 0.051
H -5.19173 -1.69286 0.18992 0.05 -0.07 -0.08 0.120
C 2.16522 2.04622 -0.54021 -0.06 -0.36 -0.43 -0.532
C 5.98684 0.50059 0.96660 0.18 -0.37 -0.09 -0.001
H -0.17680 -2.17968 0.93093 -0.02 -0.12 0.11 0.076
H 0.61741 1.45941 -1.75788 0.12 0.04 0.08 0.113
C 4.37675 -0.92361 -0.78290 -0.06 0.21 0.07 -0.027
H -2.55386 1.65594 2.68738 -0.16 -0.11 0.19 0.111
H 4.49679 2.03225 0.85465 0.01 0.02 0.02 0.100
H -4.63050 -2.95653 2.27400 -0.09 -0.06 0.12 0.071
C 6.35388 -0.75810 0.52848 -0.09 0.06 -0.02 -0.286
C 5.56104 -1.48127 -0.34343 0.21 0.08 0.16 -0.014
H 5.87168 -2.46158 -0.66810 0.05 -0.09 -0.02 0.117
```
Forces are in eV/Å.

Properties
spin multiplicity: 1
frontier orbital gap: 8.88 eV

No. 5
DFT (ωB97M-V/def2-TZVPD) results for a 2-piece molecular cluster, C4H12N2O3 overall in a non-equilibrium geometry.

```
21
Properties=species:S:1:pos:R:3:forces:R:3:lowdin_charge:R:1
H -1.34523 1.79742 -1.15385 0.02 0.01 0.00 0.096
C -1.83909 1.12999 -0.44967 0.46 -0.02 -0.09 0.016
H 0.95340 1.62693 -0.36707 0.03 0.00 -0.01 0.133
N 1.36727 0.86996 1.49729 -0.07 -0.10 0.01 0.067
H 1.77729 0.06301 1.95535 0.03 0.02 -0.04 0.084
H 0.43649 0.99951 1.87558 0.02 0.02 -0.02 0.069
H -1.56751 1.39356 0.56775 -0.04 0.00 0.01 0.081
H -2.91386 1.22954 -0.59384 -0.02 -0.09 0.08 0.100
H -2.77062 -2.53227 0.74150 0.06 0.07 -0.15 0.081
H -1.71293 -2.69492 -0.50727 -0.07 0.00 0.14 0.074
C 2.75512 0.44481 -0.45425 -0.13 0.13 0.07 -0.042
N -1.78233 -2.49452 0.49622 0.00 0.19 -0.25 0.031
H 3.41325 1.26917 -0.18430 0.02 0.02 0.00 0.078
H 2.73678 0.33726 -1.53709 -0.01 -0.02 0.01 0.080
H 0.03229 -0.99962 0.37819 1.19 1.99 -1.70 0.148
C -1.46261 -0.27868 -0.77346 -1.12 -1.51 0.74 -0.441
O -1.40961 -1.12600 0.62960 -0.49 0.40 -0.88 -0.234
O 0.49587 -0.35212 -0.40557 -0.14 -1.18 1.47 -0.112
C 1.34989 0.70437 0.06810 0.10 -0.28 0.04 -0.502
H 3.15037 -0.47693 -0.02346 -0.03 -0.02 0.01 0.081
O -1.66420 -0.91047 -1.75975 0.19 0.37 0.56 0.112
```
Forces are in eV/Å.

Properties
spin multiplicity: 1
frontier orbital gap: 10.37 eV

No. 6
DFT (ωB97M-V/def2-TZVPD) results for C8H11ClN2O2SSn as an isolated structure in a non-equilibrium geometry.

```
26
Properties=species:S:1:pos:R:3:forces:R:3:lowdin_charge:R:1
H 3.24231 -3.13032 0.08803 -0.10 0.05 0.04 0.153
O -2.68237 0.28191 1.24402 0.91 2.99 0.65 -0.302
H -3.97180 0.98037 -1.86734 0.33 0.09 0.05 0.112
C 2.69791 0.46879 -1.11591 -0.14 -0.17 0.14 -0.042
Sn -1.84626 1.96594 0.19769 -0.91 -2.25 -0.39 1.160
H -0.64327 1.72511 3.42201 -0.23 -0.25 -0.30 0.067
C 3.13651 -2.11416 -0.26701 0.56 -0.11 -0.19 -0.006
H -0.04855 3.38611 2.74836 -0.25 -0.08 -0.30 0.071
C -3.55155 -0.69148 -0.76854 0.29 -0.54 1.21 -0.131
H 2.50402 1.47900 -1.44398 -0.03 0.00 0.07 0.122
H 5.04271 -1.97991 -1.21776 -0.05 -0.08 -0.02 0.132
H -4.60935 -0.65840 -0.49783 0.05 0.09 -0.25 0.140
C 1.75721 -0.19308 -0.33050 -0.12 0.67 -0.46 -0.631
H -3.34728 -1.59755 -1.33666 -0.05 0.12 -0.03 0.136
N 2.00349 -1.46813 0.03787 -0.29 0.06 0.12 0.074
H -2.54862 0.28602 -2.28122 -0.17 0.09 0.28 0.112
N -3.14606 0.51733 -1.48298 0.24 0.83 -0.16 -0.046
H 4.62562 0.33791 -2.03507 0.02 0.01 -0.01 0.135
C 4.11299 -1.47665 -0.99900 -0.11 0.05 0.03 0.004
C 3.87959 -0.17466 -1.44369 -0.10 -0.19 0.11 0.011
H 1.28119 -1.93337 0.58928 0.15 0.03 -0.11 0.168
Cl -2.17881 3.47727 3.74126 0.68 -0.45 -0.34 0.924
C -0.84513 2.75513 3.14504 -0.28 0.72 1.06 -0.326
S 0.29424 0.49204 0.34006 -0.13 -0.13 0.53 0.542
O -2.36858 -1.90228 0.92544 0.19 -0.34 0.61 0.118
C -2.79015 -0.83292 0.60843 -0.46 -1.18 -2.36 -0.699
```
Forces are in eV/Å.

Properties
spin multiplicity: 1
charge: +2
frontier orbital gap: 4.76 eV